DFT (the ωB97M-V functional and the def2-TZVPD basis) results for 5 unconnected molecules or ions with the total composition C3H16NO4 at a distorted geometry.

Cartesian coordinates (Å):
C  2.5279  -0.5866  -1.5487
C  1.1410  -0.2374  -1.0501
C  0.2802  -1.1244  -0.5837
N  -0.9518  -0.5259  0.0362
H  2.6916  -1.2662  -2.3699
H  2.8997  0.4086  -1.7763
H  3.1661  -0.8672  -0.7102
H  0.9285  0.7865  -0.8288
H  0.1843  -2.1985  -0.8090
H  -1.0782  -1.0561  0.9030
H  -0.6661  0.4487  0.1657
H  -1.8724  -0.4638  -0.4214
H  -0.2330  3.0826  0.2514
H  0.7531  3.4060  -0.9780
O  -0.0651  2.9749  -0.6911
H  2.2440  0.9175  1.2297
H  1.1748  0.8353  2.1883
O  1.2762  1.0029  1.2322
H  0.0136  -2.1482  3.0813
H  -1.4402  -2.3993  3.1837
O  -0.7405  -2.3591  2.5149
H  -4.7562  0.3448  -0.6122
H  -3.6726  0.6846  -1.6483
O  -3.8048  0.3404  -0.7586

Gap between HOMO and LUMO   10.73 eV
Charge   +1

---

DFT (the ωB97M-V functional and the def2-TZVPD basis) results for 4 unconnected molecules or ions with the total composition C3H16NO4 at a distorted geometry.

Cartesian coordinates (Å):
C  1.4778  1.4906  0.9411
O  0.2344  2.1630  0.7008
C  1.4068  0.0606  0.3618
C  1.1556  -0.9641  1.4435
N  0.2355  0.0277  -0.5806
H  2.3264  2.0475  0.5418
H  1.5683  1.4154  2.0207
H  -0.1835  2.3427  1.5479
H  2.2036  -0.3217  -0.2758
H  1.8705  -0.7789  2.2529
H  1.4764  -1.9760  1.2113
H  0.1462  -1.0509  1.8462
H  -0.6553  0.3041  -0.1412
H  0.1901  0.6593  -1.3926
H  0.0188  -0.9137  -0.9520
H  -2.2666  -0.5760  3.2996
H  -2.9751  0.8019  2.9725
O  -2.1625  0.2929  2.9080
H  -2.1165  0.4988  -3.1150
H  -1.3969  -0.7498  -3.0837
O  -1.1999  0.1959  -3.0290
H  0.2557  -3.5079  -2.4280
H  -1.0051  -2.6512  -2.4499
O  -0.0555  -2.6039  -2.3028

Gap between HOMO and LUMO   11.54 eV
Charge   +1

---

DFT (the ωB97M-V functional and the def2-TZVPD basis) results for 5 unconnected molecules or ions with the total composition C3H16O4S at a distorted geometry.

Cartesian coordinates (Å):
C  -2.4712  1.1198  -1.3183
C  -1.2713  1.9881  -0.8429
C  0.0117  1.2168  -1.0246
S  1.5069  2.2792  -0.6329
H  -3.5031  1.4125  -0.8074
H  -2.3573  0.0163  -0.9209
H  -2.5516  1.2428  -2.4464
H  -1.2802  2.9368  -1.3435
H  -1.3908  2.2375  0.2381
H  0.2086  0.8726  -1.9175
H  0.2024  0.4073  -0.2234
H  2.2233  1.4912  0.2008
O  1.4470  -0.9166  -1.8878
H  2.0725  -0.2729  -2.2950
H  1.7665  -1.7960  -2.2032
O  0.4180  -2.4662  2.4992
H  0.4669  -1.8070  1.8808
H  0.2600  -3.2959  2.2372
O  -1.6703  -0.2896  3.4338
H  -2.2079  -1.0770  3.3789
H  -0.8245  -0.5997  3.9253
O  0.3784  -3.4982  -0.1824
H  0.9978  -3.0679  -0.7194
H  -0.3934  -3.7506  -0.6457

Gap between HOMO and LUMO   9.09 eV

---

DFT (the ωB97M-V functional and the def2-TZVPD basis) results for 5 unconnected molecules or ions with the total composition C3H16O4S at a distorted geometry.

Cartesian coordinates (Å):
C  -1.8408  -0.2796  0.8407
C  -0.8957  0.6565  0.2185
S  -1.5822  1.7057  -1.1195
C  -2.2864  0.4078  -2.1932
H  -1.4229  -0.8263  1.6884
H  -2.0724  -1.2193  0.1601
H  -2.7596  0.1993  1.1423
H  -0.0163  0.0314  -0.2443
H  -0.4696  1.3131  1.0035
H  -2.0698  -0.5750  -1.7968
H  -3.2895  0.5564  -2.1063
H  -1.9275  0.5029  -3.1955
O  3.5727  0.9611  0.3200
H  3.4721  1.0368  1.2394
H  2.7180  1.0912  0.0429
O  -1.0980  -3.3217  1.1333
H  -0.2514  -3.3117  1.5249
H  -1.7313  -3.0997  1.8887
O  1.5224  2.7749  -1.2452
H  2.0796  2.5418  -2.0379
H  1.1751  3.6160  -1.2155
O  2.9893  -1.8692  1.2501
H  2.7351  -1.5594  2.0740
H  3.4488  -1.3330  0.6273

Gap between HOMO and LUMO   8.70 eV

---

DFT (the ωB97M-V functional and the def2-TZVPD basis) results for a molecular structure, C3H16O4S at a distorted geometry.

Cartesian coordinates (Å):
C  2.7062  -1.4670  1.5976
C  2.3690  -0.1323  2.0066
S  -0.7862  -1.2504  0.1144
C  0.7183  -1.9406  -0.5404
H  3.5535  -1.4808  0.9112
H  2.8803  -2.1562  2.4172
H  1.5187  -0.9508  1.5716
H  2.2601  0.0007  3.0803
H  2.3347  0.7725  1.4076
H  0.4470  -2.6184  -1.3486
H  1.1763  -2.5891  0.2410
H  1.4360  -1.1943  -0.8874
H  0.3241  2.0793  -1.5978
H  -0.1562  0.6917  -1.6194
O  0.6641  1.1838  -1.7158
H  -2.5626  1.2100  -2.4511
H  -2.9915  2.1730  -3.6020
O  -2.2457  1.8587  -3.0874
H  -1.1424  1.7930  2.2146
H  -1.4119  0.6588  1.1603
O  -1.6701  1.5460  1.4580
H  -2.7652  -0.0687  -0.6226
H  -3.3499  1.1671  0.0677
O  -3.3069  0.7141  -0.7756

Gap between HOMO and LUMO (alpha / beta)   6.13 / 6.12 eV
Charge   +1
Multiplicity   2

---

DFT (the ωB97M-V functional and the def2-TZVPD basis) results for 5 unconnected molecules or ions with the total composition C3H16O5 at a distorted geometry.

Cartesian coordinates (Å):
C  -1.2598  -1.4196  -1.9272
C  -1.8175  -0.3969  -0.9464
C  -1.6582  0.9981  -1.5412
O  -1.0744  -0.4251  0.2785
H  -1.0068  -2.3543  -1.4340
H  -0.3146  -1.0659  -2.3528
H  -1.9871  -1.5782  -2.7291
H  -2.8397  -0.5845  -0.6527
H  -2.0436  1.1010  -2.5574
H  -0.5825  1.2253  -1.6049
H  -2.1163  1.7523  -0.8928
H  -0.1991  -0.8066  0.1602
O  1.5153  -2.2381  0.9168
H  1.0173  -1.9729  1.7086
H  1.6974  -3.1736  1.1016
O  1.4417  1.8376  0.6285
H  0.7299  1.2410  0.3565
H  1.3279  1.8000  1.5864
O  1.0062  -2.3228  4.0409
H  1.3594  -1.4586  4.3052
H  1.4077  -2.8893  4.7092
O  1.4139  4.3530  -1.0222
H  1.8320  3.5376  -0.7133
H  2.1507  4.8406  -1.4183

Gap between HOMO and LUMO   10.53 eV

---

DFT (the ωB97M-V functional and the def2-TZVPD basis) results for 5 unconnected molecules or ions with the total composition C3H16O5 at a distorted geometry.

Cartesian coordinates (Å):
C  1.4222  2.2208  -1.4903
C  2.2953  2.7902  -2.6788
C  1.7910  4.1748  -3.2087
O  3.6405  2.8224  -2.1355
H  1.7442  2.6368  -0.5356
H  1.5028  1.1339  -1.4743
H  0.4139  2.6122  -1.6257
H  2.1833  2.1111  -3.5241
H  0.7097  4.2870  -3.2881
H  2.1141  4.4122  -4.2222
H  2.1002  4.9112  -2.4669
H  4.2027  3.2713  -2.7711
O  1.8048  -4.1484  0.9202
H  1.1994  -3.6111  0.4092
H  1.2425  -4.7693  1.3833
O  -1.4363  -2.1630  0.3699
H  -1.9817  -2.3887  1.1234
H  -1.5479  -1.2179  0.2673
O  -4.8110  -1.8761  3.3336
H  -5.5548  -1.4888  2.8721
H  -5.0409  -1.8068  4.2601
O  -2.6928  -5.0266  4.8004
H  -3.1824  -4.4426  5.3796
H  -2.1189  -4.4447  4.3022

Gap between HOMO and LUMO   10.58 eV

---

DFT (the ωB97M-V functional and the def2-TZVPD basis) results for 4 unconnected molecules or ions with the total composition C3H17N2O3 at a distorted geometry.

Cartesian coordinates (Å):
N  1.2115  -0.0713  0.3100
C  0.7869  0.9309  -0.6996
C  -0.8318  0.8920  -0.8481
N  -1.1472  -0.5553  -0.6243
C  -2.4363  -0.7922  0.0193
H  1.2934  0.2013  1.2913
H  0.3418  -0.6802  0.3953
H  2.0922  -0.5150  0.0733
H  1.1257  1.9146  -0.5237
H  1.1409  0.6645  -1.7236
H  -1.3806  1.4567  -0.1099
H  -1.0460  1.3850  -1.8348
H  -1.1482  -1.0345  -1.4244
H  -2.1264  -1.2642  0.9386
H  -2.9313  -1.4703  -0.6409
H  -3.0127  0.1107  0.2155
H  3.2282  -0.6583  4.5979
H  4.4564  0.0747  4.2625
O  3.4849  0.0493  4.0508
H  -2.8637  -0.0519  -5.2700
H  -2.8503  -1.5037  -5.4815
O  -2.4456  -0.6642  -5.8474
H  0.3378  0.0456  3.5278
H  1.6603  0.7638  3.6498
O  0.9757  0.4601  2.9750

Gap between HOMO and LUMO   10.82 eV
Charge   +1

---

DFT (the ωB97M-V functional and the def2-TZVPD basis) results for 2 unconnected molecules or ions with the total composition C3H17N9 at a distorted geometry.

Cartesian coordinates (Å):
C  0.4732  -1.0537  -0.3640
C  -1.0139  1.8214  -0.4283
C  -1.8676  -0.5012  -0.3258
N  0.8083  0.0453  0.2127
N  -0.7919  -1.4766  -0.5879
N  -1.5254  0.8143  -1.0446
N  3.6772  -0.4223  2.5822
N  -0.5897  2.9989  -0.8519
N  -2.1743  -0.3430  1.0559
N  2.1482  0.4284  0.3777
N  -0.9132  -2.8134  -0.9929
N  -1.7497  0.7704  -2.4468
H  1.0283  -1.8602  -0.7333
H  -1.0951  1.4614  0.6414
H  -2.7880  -0.6979  -0.7568
H  4.5958  -0.8746  2.6364
H  3.0529  -0.3924  3.3943
H  -0.6890  3.1425  -1.8424
H  -0.5762  3.8059  -0.2729
H  -3.0569  -0.6103  1.4463
H  -1.3971  -0.8510  1.4818
H  2.5127  0.2871  -0.5223
H  3.0178  -0.6923  1.8048
H  -1.5109  -2.8748  -1.8121
H  -1.1852  -3.4828  -0.2971
H  3.8628  0.5702  2.4925
H  -2.1548  -0.1041  -2.7293
H  2.2454  1.3922  0.6616
H  -2.3438  1.5126  -2.7791

Gap between HOMO and LUMO   8.99 eV
Charge   +2

---

DFT (the ωB97M-V functional and the def2-TZVPD basis) results for a molecular structure, C3H18CrN2O7 at a distorted geometry.

Cartesian coordinates (Å):
Cr  -0.8966  0.3041  0.3577
C  -1.1844  -0.0211  -2.9958
O  -0.4519  0.4207  -1.8949
H  -1.4081  0.8625  -3.5935
H  -0.5197  -0.7000  -3.5301
H  -2.0880  -0.6306  -2.9919
C  1.8315  1.2399  2.2854
O  1.0359  0.4647  1.4541
H  1.4657  2.2379  2.5271
H  1.8691  0.7353  3.2508
H  2.8331  1.3603  1.8726
C  3.1087  -1.5010  -0.9176
O  3.9107  -2.2169  -1.5121
N  1.9383  -2.0268  -0.5644
N  3.3689  -0.3003  -0.5505
H  1.2552  -1.3220  -0.3266
H  1.5821  -2.8514  -1.0262
H  2.7930  0.1089  0.1713
H  4.0964  0.2794  -0.9438
O  -3.2069  0.4295  -0.3008
H  -3.8971  1.0388  -0.0389
H  -3.6160  -0.1257  -0.9646
O  -0.9134  -1.8476  0.2953
H  -1.2570  -2.4991  -0.3160
H  -0.6955  -2.3479  1.0817
O  -1.4278  2.6410  0.3984
H  -0.8531  3.3948  0.2651
H  -2.1289  2.9702  0.9608
O  -1.8646  0.0669  2.3101
H  -2.3099  -0.7802  2.3272
H  -2.3698  0.6157  2.9100

Gap between HOMO and LUMO (alpha / beta)   6.36 / 6.45 eV
Multiplicity   5

---

DFT (the ωB97M-V functional and the def2-TZVPD basis) results for 5 unconnected molecules or ions with the total composition C3H18N2O4S2 at a distorted geometry.

Cartesian coordinates (Å):
N  -0.2932  -0.6929  -0.1443
C  0.3613  -0.8187  -1.5606
C  1.8386  -0.1164  -1.7310
N  2.6049  -0.6170  -0.5837
C  1.4627  1.3931  -1.9533
S  2.1179  2.6516  -1.0387
S  2.1523  2.0980  1.0069
H  -0.8237  0.1032  -0.1084
H  0.6210  -0.7300  0.3881
H  0.4078  -1.8959  -1.7019
H  -0.3913  -0.4064  -2.2950
H  2.1696  -0.6630  -2.6594
H  2.1804  -1.2335  0.1274
H  3.5516  -0.8199  -0.7838
H  1.8166  1.6510  -3.0783
H  0.3381  1.4932  -2.1239
H  2.9170  1.0384  1.0851
O  0.3683  -2.7058  2.3514
H  0.1667  -2.5158  3.2998
H  -0.5898  -2.5242  2.0982
O  -3.4453  -0.2075  0.2069
H  -4.0331  -0.9443  0.0023
H  -2.8784  -0.3193  1.0883
O  -2.3443  -0.0109  2.6127
H  -2.5495  0.7857  3.0175
H  -1.4288  0.0987  2.3587
O  -1.7552  1.8447  0.1712
H  -2.6674  1.4839  0.4643
H  -1.8748  2.5802  -0.5165

Gap between HOMO and LUMO   8.56 eV

---

DFT (the ωB97M-V functional and the def2-TZVPD basis) results for 5 unconnected molecules or ions with the total composition C3H18NO4 at a distorted geometry.

Cartesian coordinates (Å):
C  -1.9294  1.7953  0.2744
C  -1.2596  0.4694  0.6587
C  -0.3796  0.5553  1.8849
N  -0.3782  0.0431  -0.5181
H  -2.3031  1.7319  -0.7428
H  -1.1801  2.5832  0.3540
H  -2.7043  2.0372  0.9990
H  -2.0166  -0.3055  0.7457
H  0.6003  1.0008  1.7119
H  -0.8785  1.1659  2.6402
H  -0.2034  -0.4289  2.3211
H  -0.9865  -0.2158  -1.2901
H  0.1713  -0.8257  -0.2577
H  0.2407  0.8161  -0.7740
H  1.8153  -2.4021  0.5853
H  1.6039  -2.2579  -0.9122
O  1.1156  -2.2017  -0.0811
H  1.1881  3.3505  -1.0524
H  2.1357  2.2014  -1.3311
O  1.3301  2.4137  -0.8410
H  2.4366  -1.9236  2.5558
H  3.6611  -2.8114  2.3555
O  3.0160  -2.2813  1.8729
H  -2.3145  -1.3772  -3.0237
H  -2.3795  0.0513  -3.5580
O  -2.1630  -0.4594  -2.7676

Gap between HOMO and LUMO   12.54 eV
Charge   +1